Here is 19 unconnected molecules or ions with the total composition C55H88N26O7 in a non-equilibrium geometry from OMol25. Energies are from ωB97M-V with the def2-TZVPD basis set.

HOMO energy (Ha): -0.3025
DFT total energy (eV): -111542.3348

The geometry in ORCA input format:
```
! RIJCOSX wB97M-V def2-TZVPD def2/J DEFGRID3
* xyz 0 1
O -4.638 6.879 -0.638
O -5.648 -5.043 3.491
O -1.772 3.466 -1.737
O 3.224 1.468 -4.478
O 4.015 -0.953 1.350
O -1.594 0.001 -5.440
O -5.038 0.467 3.489
N 1.614 0.902 -1.502
N 0.853 2.246 5.561
N -4.449 1.569 5.308
N -4.223 4.657 -0.465
N -3.949 -0.683 5.047
N 5.671 1.840 -2.068
N -5.460 -0.033 0.663
N -1.615 3.165 3.753
N -3.395 3.213 -3.283
N -2.743 6.043 -1.498
N 4.275 -3.279 -1.782
N -1.333 2.830 -3.865
N 6.189 -0.924 1.755
N -1.777 -0.196 -3.169
N 1.973 -0.526 -4.541
N -3.943 -3.579 3.179
N 1.190 1.436 -5.541
N 3.016 4.143 -2.288
N -6.058 -3.218 2.286
N -1.879 -4.539 -3.801
N -3.563 -2.636 -0.501
N 4.754 -1.619 3.393
N 0.690 -5.100 -1.066
N 1.522 -2.417 2.427
N 1.712 2.847 2.424
N -3.183 -1.404 -4.569
C 1.829 -6.926 -0.491
C 0.439 1.439 -1.095
C 4.930 -1.209 2.099
C -0.948 1.667 6.632
C -1.712 4.433 3.276
C 1.643 -0.510 -1.288
C 4.211 -3.457 -3.131
C -2.129 -0.569 -4.444
C -2.053 -3.890 0.483
C -5.130 0.352 -1.503
C -0.147 -3.715 -4.928
C -0.675 3.038 6.960
C -1.112 -4.663 -4.940
C -1.428 -3.530 -3.020
C 1.226 -5.787 -0.008
C -5.980 -0.251 -0.667
C 2.165 4.907 -3.125
C 3.428 3.457 3.708
C -0.166 -3.287 3.576
C -3.915 -3.955 -0.715
C 1.494 5.679 -2.239
C 4.855 -2.413 -3.766
C -0.252 -3.094 -3.611
C 1.933 -3.623 2.964
C 1.691 -6.942 -1.936
C -2.159 3.128 -2.871
C -3.879 5.959 -0.801
C 0.443 -0.825 -0.733
C 2.162 3.831 3.287
C 2.848 4.430 -0.958
C 3.657 2.123 3.217
C 6.486 1.955 0.010
C 0.229 -2.208 2.783
C 5.325 -1.522 -2.709
C -4.020 0.873 -0.771
C 2.608 1.817 2.357
C 0.951 -4.192 3.657
C -4.261 0.610 0.524
C -4.533 0.473 4.578
C -5.244 -4.054 2.946
C -0.325 0.438 -0.621
C 0.950 -5.810 -2.213
C -3.012 -4.751 -0.126
C 5.376 1.565 -0.754
C 7.476 2.382 -0.900
C -1.636 3.007 1.534
C -1.559 2.277 2.711
C 0.513 3.355 6.335
C 6.950 2.289 -2.140
C -2.377 -2.583 0.188
C -1.706 4.392 1.915
C 2.249 0.778 -4.780
C 5.013 -2.146 -1.532
C 1.889 5.382 -0.847
C 0.021 1.237 5.730
H -1.288 3.606 7.641
H -4.813 -4.152 -1.293
H -2.028 -1.596 0.442
H -2.966 -5.842 -0.091
H 1.698 2.225 5.053
H 8.486 2.707 -0.676
H -3.311 -4.300 3.452
H 6.932 -0.945 2.440
H -4.124 -1.835 -0.700
H -3.586 -2.980 2.412
H 2.062 -1.900 1.711
H 5.037 -1.747 -0.525
H 4.417 1.114 -0.422
H -1.175 -3.284 4.010
H -1.332 0.558 -0.228
H 6.572 1.834 1.088
H -2.375 -0.591 -2.456
H 5.548 -2.159 3.675
H -1.191 -4.284 0.970
H 6.257 -0.332 0.912
H 1.517 5.751 0.063
H -5.725 -2.674 1.548
H 0.245 -2.176 -3.202
H -3.941 -0.868 6.041
H -1.399 0.657 -2.906
H -4.757 4.498 0.407
H -3.453 3.997 -0.487
H 3.996 4.070 4.356
H 3.796 -1.915 3.661
H -5.248 0.263 -2.569
H 1.240 -5.414 1.023
H 1.355 -1.123 -5.121
H 2.029 4.679 -4.158
H 5.966 -0.668 -2.903
H -3.715 0.964 1.351
H -2.037 5.345 -1.362
H 2.337 1.542 -1.851
H -3.557 3.564 -4.204
H -4.077 3.553 -2.613
H 1.639 4.782 3.501
H -4.481 2.299 4.632
H 4.654 1.715 3.238
H -0.017 -4.342 -1.138
H -2.453 7.001 -1.515
H -6.964 -0.641 -0.811
H 3.816 -3.807 -1.055
H -3.211 -1.925 -5.446
H 2.622 -1.024 -3.988
H -3.191 1.376 -1.227
H 2.934 -3.887 2.890
H -1.576 2.275 -4.675
H 2.464 -1.170 -1.634
H -1.521 1.185 2.806
H -4.395 -1.472 4.583
H -1.749 5.345 3.861
H 0.841 6.455 -2.585
H 0.111 0.250 5.283
H 4.953 -2.334 -4.817
H 0.979 -5.081 4.259
H 0.786 2.726 2.061
H 0.566 -3.536 -5.651
H 3.655 -4.178 -3.646
H -1.813 1.063 6.963
H 2.023 -7.714 -2.616
H 0.201 -1.837 -0.385
H -6.967 -3.602 2.035
H 7.391 2.539 -3.079
H -1.286 -5.471 -5.596
H 2.474 1.041 1.656
H -5.927 -0.192 1.565
H -1.721 5.173 1.169
H -3.713 1.601 5.972
H -1.516 2.950 4.765
H -3.576 -1.858 -3.746
H -2.688 -5.095 -3.565
H 0.457 0.948 -6.013
H -0.446 2.772 -3.378
H 5.099 1.607 -2.883
H 1.017 4.275 6.283
H -0.391 -1.363 2.476
H 2.456 -7.682 -0.006
H 1.427 2.243 -6.029
H -1.850 -3.298 -2.056
H -1.526 2.765 0.518
H 3.434 4.068 -0.145
H 0.625 -5.460 -3.166
H 3.678 3.500 -2.722
H 0.219 2.485 -1.135
*
```